Entry 1:
Computed, not measured: a molecular structure, C47H41FeN5O2PSeTe in a non-equilibrium geometry, with ωB97M-V/def2-TZVPD.

Structure (XYZ):
```
99
Properties=species:S:1:pos:R:3:lowdin_spin:R:1
Fe 0.5248 0.2030 0.5565 3.67
O -2.1139 1.3795 3.6948 0.01
C -1.3544 1.3061 2.6997 0.01
N -0.2772 0.5156 2.4524 0.05
C 0.1192 -0.2823 3.4858 0.01
O -0.1904 -0.0890 4.6533 0.01
C 0.8674 -1.5390 2.9751 0.00
C 1.0003 -2.6305 3.8378 0.00
C 1.7180 -3.7029 3.3825 0.00
C 2.2402 -3.6914 2.0994 0.00
C 2.0989 -2.5316 1.3345 0.00
N 1.3876 -1.4835 1.7380 0.04
C -1.6696 2.1183 1.4839 0.00
C -2.6444 3.0315 1.5371 0.00
C -2.5931 3.9811 0.5279 0.00
C -1.7479 3.8850 -0.5565 0.00
C -0.9183 2.7862 -0.5974 0.00
N -0.8682 1.9691 0.4277 0.04
H 0.5893 -2.5971 4.7904 0.00
H 1.7448 -4.6262 3.9189 0.00
H 2.5814 -4.5609 1.5911 0.00
H 2.5809 -2.3329 0.3810 0.00
H -3.3733 3.0007 2.3211 0.00
H -3.2780 4.8618 0.4204 0.00
H -1.7416 4.6351 -1.3431 0.00
H -0.3171 2.5082 -1.4091 0.00
C 0.0553 -5.7746 -1.3684 0.48
Te -1.0518 -2.3647 -0.9523 0.04
C -0.7309 -3.2388 -2.8792 0.02
C -1.3139 -4.6151 -3.0928 0.11
C -2.4415 -4.6491 -3.8580 -0.01
C -3.1766 -5.8403 -4.0949 0.17
C -2.6224 -7.0446 -3.5428 -0.02
C -1.4971 -7.0115 -2.7753 0.11
C -0.8603 -5.8125 -2.4309 0.04
H 0.3006 -6.5581 -0.7268 0.03
H 0.5942 -4.8632 -1.1810 0.03
H 0.3441 -3.1520 -3.1263 0.00
H -1.1681 -2.4443 -3.5361 0.00
H -2.8187 -3.6574 -4.1702 0.00
H -4.0671 -5.8703 -4.6959 0.01
H -3.1989 -7.9971 -3.7774 0.00
H -1.1878 -7.8720 -2.2288 0.00
C -6.3956 2.7198 -1.2879 0.00
N -5.5338 1.6338 -0.8437 0.00
C -4.4564 1.1608 -1.5951 0.00
Se -3.8496 1.9826 -3.1276 0.00
N -3.8883 0.1620 -0.8819 0.00
C -4.6384 -0.1064 0.2617 0.00
C -4.4228 -0.9953 1.2831 0.00
C -5.2589 -0.9385 2.3591 0.00
C -6.1855 0.1210 2.5042 0.00
C -6.3839 1.0436 1.4659 0.00
C -5.6657 0.8348 0.3138 0.00
H -7.4271 2.6210 -0.9405 0.00
H -6.3666 2.7380 -2.4169 0.00
H -5.9751 3.6812 -1.0002 0.00
H -3.2029 -0.4819 -1.2982 0.00
H -3.6326 -1.7268 1.1677 0.00
H -5.0554 -1.6630 3.1479 0.00
H -6.6277 0.1586 3.4673 0.00
H -7.1482 1.8544 1.4944 0.00
C 6.6325 -1.3102 -0.0448 0.00
C 5.8229 -1.2964 1.0600 0.00
C 4.7869 -0.4245 1.2334 0.00
C 4.4447 0.4605 0.1679 0.00
C 5.1872 0.3854 -1.0462 0.00
C 6.3170 -0.4249 -1.0936 0.00
P 2.8948 1.3918 0.2268 0.02
C 3.0112 2.4235 -1.2665 0.00
C 2.5138 1.9832 -2.5369 0.00
C 2.6494 2.7633 -3.6710 0.00
C 3.2793 3.9986 -3.6393 0.00
C 3.8951 4.3701 -2.4424 0.00
C 3.7423 3.6227 -1.3018 0.00
C 2.9682 2.5558 1.5880 0.00
C 1.9336 3.5200 1.6548 0.00
C 1.8332 4.3613 2.7622 0.00
C 2.6771 4.1794 3.8227 0.00
C 3.6554 3.2257 3.7924 0.00
C 3.8920 2.5064 2.6197 0.00
H 7.4391 -2.0268 -0.1349 0.00
H 5.9367 -2.0699 1.8168 0.00
H 4.1074 -0.6870 2.0665 0.00
H 4.8652 1.0050 -1.8712 0.00
H 6.8591 -0.5022 -2.0106 0.00
H 2.0669 0.9966 -2.6358 0.00
H 2.0864 2.3147 -4.5200 0.00
H 3.3953 4.5821 -4.5757 0.00
H 4.5000 5.2278 -2.3962 0.00
H 4.1416 4.0777 -0.3934 0.00
H 1.2520 3.6759 0.7783 0.00
H 0.9889 5.0083 2.9208 0.00
H 2.5293 4.7694 4.7364 0.00
H 4.2991 3.1110 4.6628 0.00
H 4.7179 1.8310 2.5562 0.00
C 0.2115 -0.7166 -1.2904 0.06
H -0.2129 -0.0495 -1.9984 0.01
H 1.2700 -0.9874 -1.6365 0.01
```

Computed properties:
DFT total energy ... -6514.3270 hartree
Max |F| ... 2.87 eV/A
Spin multiplicity ... 6
LUMO (alpha / beta) ... 0.06 / -0.59 eV

=====

Entry 2:
Computed, not measured: a molecular structure, C16H15AlNO9Se in a non-equilibrium geometry, with ωB97M-V/def2-TZVPD.

Structure (XYZ):
```
43
Properties=species:S:1:pos:R:3:lowdin_charge:R:1
Al -0.8524 -0.3714 -0.0578 0.18
O 1.8595 -3.0606 3.6867 0.10
C 0.9059 -2.0880 3.7232 -0.47
O 1.1493 -0.9361 3.4586 0.10
C -0.4987 -2.6068 4.0299 -0.10
O -1.4861 -1.8065 3.3819 -0.11
C -1.7303 -0.4795 3.8515 -0.10
C -1.7696 0.5639 2.6876 -0.54
O -2.1870 1.6757 2.9175 0.07
O -1.4040 0.1558 1.5212 0.06
H 2.6636 -2.6170 3.3700 0.13
H -0.6424 -2.5978 5.0992 0.12
H -0.6231 -3.6001 3.5789 0.13
H -0.9996 -0.0777 4.5730 0.13
H -2.7364 -0.4407 4.2228 0.12
N 1.0277 0.0255 -0.2168 0.10
C 1.5661 0.5662 -1.4706 -0.18
C 2.8823 0.2341 -1.7188 -0.02
C 3.5020 0.6912 -2.8502 -0.08
C 2.7541 1.4401 -3.7437 -0.11
C 1.4357 1.6894 -3.5492 -0.04
C 0.7840 1.2949 -2.3537 -0.10
C -0.6121 1.7327 -2.1047 -0.18
C -1.0183 2.9466 -2.6849 -0.05
C -2.3398 3.3633 -2.6564 -0.10
C -3.2500 2.5789 -1.9845 -0.10
C -2.8037 1.5313 -1.1926 -0.08
C -1.4997 1.0057 -1.3115 -0.08
H 1.2054 0.7055 0.5085 0.14
H 1.4736 -0.9348 -0.0190 0.04
H 3.3685 -0.4939 -1.0598 0.13
H 4.5348 0.4255 -3.0671 0.10
H 3.1768 1.7149 -4.7281 0.11
H 0.8926 2.2116 -4.2878 0.09
H -0.2519 3.5554 -3.1941 0.11
H -2.6576 4.2601 -3.1664 0.09
H -4.2861 2.8491 -2.0354 0.09
H -3.5151 1.0236 -0.5735 0.09
O 0.0865 -4.0338 1.2719 -0.44
Se 0.4584 -3.3260 -0.1167 0.90
O 1.8104 -2.4172 0.0317 -0.47
O -0.8233 -2.0969 -0.3135 -0.33
O 0.4501 -4.2562 -1.4571 -0.47
```

Computed properties:
DFT total energy ... -3994.6824 hartree
Max |F| ... 2.07 eV/A
Charge ... -1
LUMO ... 2.79 eV

=====

Entry 3:
Computed, not measured: 2 unconnected molecules or ions with the total composition C3H11NO3 in a non-equilibrium geometry, with ωB97M-V/def2-TZVPD.

Structure (XYZ):
```
18
Properties=species:S:1:pos:R:3:lowdin_charge:R:1
O -1.3908 2.4200 1.1775 -0.13
C -0.0487 1.8449 1.5061 -0.24
C 0.5703 1.5014 0.1987 -0.28
N -0.2224 0.5275 -0.5550 -0.06
C 0.1848 0.6139 -2.0022 -0.26
O 0.2440 -0.7157 -2.5869 -0.12
H -1.9313 2.4309 2.0167 0.10
H 0.4369 2.7860 2.0575 0.15
H 0.0179 1.0035 2.2620 0.12
H 0.5540 2.4516 -0.3981 0.13
H 1.5898 1.0329 0.3797 0.14
H -1.1943 0.6942 -0.3282 0.10
H -0.5388 1.2733 -2.4816 0.12
H 1.2489 0.9016 -2.1231 0.12
H 0.3464 -1.2233 -1.6903 0.12
O -0.2077 -6.0034 0.8102 -0.09
H 0.1520 -5.8284 1.7432 0.08
H 0.1894 -5.7108 0.0138 0.00
```

Computed properties:
SMILES ... OCCNCO.O
DFT total energy ... -401.2981 hartree
Max |F| ... 3.65 eV/A
LUMO ... 0.66 eV

=====

Question: What is the formula in the first record?
Answer: C47H41FeN5O2PSeTe